25
Properties=species:S:1:pos:R:3:forces:R:3:mulliken_charge:R:1 method="wB97M-V/def2-TZVPD" energy_ev=-15570.5963 orbital_gap_ev=8.89 charge=+1 de_lowest_kj_mol=544.2
C -0.521374 1.265318 -0.273415 -4.03 1.49 -2.23 -0.316
C 0.896908 -0.294765 0.357387 0.24 -0.55 0.05 -1.517
C 0.516173 -1.488367 0.800778 -0.39 0.72 2.32 0.091
C 0.457570 1.053211 0.834679 -1.63 -1.07 -0.15 2.589
C -0.433038 1.346900 3.119194 1.52 1.08 -1.47 -0.326
C -2.024796 0.581594 -4.880401 0.05 -2.09 0.80 -0.031
C 1.403559 2.186445 0.763858 1.46 2.23 -0.31 -1.540
C 0.842904 -3.861353 0.879200 -2.75 0.40 -1.01 -0.689
N -1.382553 1.497110 -1.048196 4.16 -0.95 3.72 -0.033
N -0.420283 0.809025 1.976660 -0.52 -0.20 -0.17 -0.625
O 1.209216 -2.556370 0.477186 0.05 0.09 -0.63 -0.296
O -1.763246 0.667169 -3.678300 -0.49 0.32 -2.37 -0.460
H 1.550808 -0.362276 -0.438980 1.67 0.49 -1.53 0.414
H -0.197813 -1.464618 1.639859 0.08 -0.87 -0.43 0.339
H 0.257423 2.166652 3.430790 -0.46 -0.62 0.00 0.214
H -1.209420 0.986828 3.740396 -0.52 -0.11 1.05 0.313
H -2.741974 1.227090 -5.443209 0.57 0.16 0.61 0.240
H -1.675989 -0.357366 -5.504497 -0.21 1.72 1.13 0.214
H 1.645581 2.509055 -0.285704 -0.46 -0.45 0.83 0.387
H 0.942970 3.048967 1.265936 0.00 -0.06 -0.29 0.426
H 2.390905 2.102875 1.224615 -0.26 -0.76 0.21 0.358
H 0.323191 -3.911614 1.815382 -0.24 0.42 0.72 0.349
H 0.155234 -4.317737 0.128400 0.69 0.26 0.35 0.274
H 1.723736 -4.377567 0.961776 2.05 -1.43 0.03 0.270
H -1.945690 1.543793 -1.863394 -0.58 -0.22 -1.21 0.355



23
Properties=species:S:1:pos:R:3:forces:R:3:mulliken_charge:R:1 method="wB97M-V/def2-TZVPD" smiles=Cc1ccccc1.CC energy_ev=-9559.7470 orbital_gap_ev=10.11 charge=0 de_lowest_kj_mol=41.9
C -2.660967 0.320086 -1.564050 0.09 -0.36 1.27 -0.748
C -2.556580 -0.315414 -0.160456 0.27 -0.79 -0.31 -0.602
H -2.204463 1.304730 -1.485012 -0.05 0.08 -0.59 0.200
H -2.136107 -0.345217 -2.246347 0.14 0.41 -0.28 0.215
H -3.700424 0.394840 -1.871358 -0.03 0.12 -0.13 0.342
H -1.591487 -0.122911 0.309810 -0.03 0.41 0.02 0.015
H -2.536095 -1.403294 -0.266387 -0.38 -0.05 0.08 0.244
H -3.362864 -0.060553 0.525470 0.04 0.18 -0.05 0.346
C 1.589123 0.801576 2.510294 1.70 0.36 -0.03 -1.402
C 1.567169 -1.091791 0.862046 -0.10 -0.57 -0.55 -0.496
C 1.498071 0.275896 1.104242 -0.81 0.03 0.73 1.008
C 1.436133 -1.584272 -0.428176 -0.03 0.22 -0.27 -0.234
C 1.134810 1.131967 0.070143 0.82 -0.44 -0.36 -0.723
C 1.247981 -0.705996 -1.495697 -0.54 -0.66 0.66 -0.603
C 1.006425 0.621183 -1.217294 0.33 0.46 -0.43 -0.446
H 1.683068 -1.831405 1.645909 0.11 0.31 0.27 0.366
H 1.407765 -2.649664 -0.631889 0.31 0.04 0.18 0.366
H 1.548298 1.885503 2.498245 -1.11 0.20 0.20 0.372
H 2.610323 0.745794 2.911418 0.08 -0.74 -0.16 0.356
H 1.118180 2.203005 0.226952 -0.37 -0.02 0.12 0.318
H 1.179531 -1.122918 -2.487682 -0.08 0.20 -0.22 0.402
H 0.756155 1.274114 -2.037919 0.00 0.25 -0.08 0.412
H 0.965951 0.274733 3.227742 -0.36 0.36 -0.07 0.292



120
Properties=species:S:1:pos:R:3:forces:R:3:mulliken_charge:R:1 method="wB97M-V/def2-TZVPD" energy_ev=-121977.5742 orbital_gap_ev=7.88 charge=0
Cu 12.001219 -35.295621 -8.932200 -0.56 0.38 -0.53 0.188
Cl 8.202017 -35.803356 -8.232530 -0.81 0.20 -0.35 1.094
O 7.519620 -35.591789 -6.999807 0.11 0.01 0.23 -0.734
O 8.214831 -34.566446 -8.999353 0.29 0.03 -0.08 -0.540
O 9.571859 -36.206326 -7.969153 0.55 -0.22 -0.15 -0.249
O 7.527646 -36.822717 -9.010193 0.42 0.03 0.00 -0.332
C 7.288901 -35.566113 -12.508628 0.55 -0.54 -0.46 -0.758
C 5.786267 -35.642443 -12.503079 -0.48 0.71 0.51 0.139
O 5.335528 -36.057216 -13.785014 0.14 -0.04 -0.06 -0.598
H 7.664152 -34.946227 -13.327891 -0.29 0.15 -0.01 0.531
H 7.680283 -36.568359 -12.712291 0.06 0.01 0.15 0.376
H 7.739563 -35.198356 -11.586171 -0.35 -0.07 0.21 -0.014
H 5.366496 -34.658357 -12.244918 0.06 0.04 -0.20 0.056
H 5.394655 -36.304669 -11.721929 0.33 -0.22 -0.03 -0.043
H 4.374879 -36.048527 -13.784896 -0.01 -0.02 -0.02 0.333
C 7.440016 -40.409038 -9.116719 0.04 0.46 0.42 -0.209
C 6.392793 -41.503412 -9.184919 0.11 0.28 0.61 -0.497
O 6.053447 -41.849831 -10.518501 -0.08 -0.09 0.21 -0.538
H 8.415821 -40.707772 -9.499891 -0.13 -0.11 -0.25 0.235
H 7.599278 -40.078067 -8.084243 -0.06 -0.20 0.04 0.172
H 7.104097 -39.500556 -9.623345 0.06 -0.10 -0.22 -0.031
H 5.513990 -41.181382 -8.610736 -0.11 0.06 -0.24 0.200
H 6.735438 -42.389207 -8.646651 0.11 -0.19 -0.42 0.362
H 5.509324 -41.129713 -10.851344 0.04 -0.06 -0.16 0.310
C 10.458251 -37.433921 -10.994964 0.11 0.41 0.55 -0.280
O 10.895432 -36.099427 -10.693637 0.29 -0.20 0.09 0.132
C 10.929218 -35.211616 -11.798980 0.03 0.10 0.27 -0.778
C 10.909712 -33.810136 -11.221985 -0.01 -0.28 -0.38 0.340
N 12.158672 -33.524810 -10.483388 -0.90 0.11 -0.13 -0.436
C 11.983385 -32.306765 -9.663032 0.75 -0.32 0.17 -0.972
C 11.197732 -32.584947 -8.404142 -0.44 0.88 0.63 0.395
O 11.929458 -33.513291 -7.607870 -0.23 -0.99 -0.59 -0.421
C 11.183295 -33.984149 -6.487010 -0.38 0.54 0.91 -0.938
H 10.655897 -37.983552 -10.077240 -0.09 -0.25 -0.19 -0.219
H 11.018265 -37.845213 -11.836202 0.02 -0.03 0.00 0.434
H 9.384633 -37.433444 -11.184995 0.01 -0.01 -0.08 0.016
H 10.066628 -35.366831 -12.452047 -0.07 -0.02 0.12 0.303
H 11.838128 -35.389331 -12.389964 -0.01 0.02 -0.01 0.405
H 10.076097 -33.734747 -10.523801 -0.12 -0.09 -0.09 -0.530
H 10.738545 -33.112237 -12.050439 0.07 0.18 0.14 0.673
H 12.847887 -33.331029 -11.202092 0.34 -0.13 0.32 0.324
H 11.556099 -31.475471 -10.230316 -0.18 -0.02 0.05 0.382
H 12.985756 -32.021169 -9.333570 -0.05 0.17 -0.08 0.461
H 10.151533 -32.881655 -8.543200 0.21 -0.61 -0.30 -0.355
H 11.086750 -31.661116 -7.818854 0.31 0.13 -0.14 0.612
H 11.022611 -33.172738 -5.764288 0.26 0.04 -0.08 0.402
H 11.750810 -34.773294 -5.998857 0.09 0.01 -0.15 0.344
H 10.191179 -34.344645 -6.748903 0.10 -0.17 -0.30 0.292
C 6.511023 -26.446817 -8.506585 -0.40 0.18 -0.07 -0.722
O 6.027679 -27.773274 -8.546601 0.10 0.00 0.01 -0.375
C 6.835370 -28.682235 -7.825578 0.03 -0.39 0.13 -0.342
C 8.201263 -28.915812 -8.467182 -0.10 -0.07 0.02 -0.593
N 8.173116 -29.606067 -9.752843 0.01 -0.15 0.18 -0.204
C 7.767367 -31.003066 -9.627310 -0.02 0.16 -0.80 -0.816
C 7.907192 -31.712852 -10.960291 -0.19 -0.88 -0.09 0.487
O 7.087281 -31.212121 -11.999675 0.16 0.64 -0.03 -0.504
C 5.704923 -31.336781 -11.736081 0.22 -0.44 -0.03 -0.297
H 5.703190 -25.797322 -8.843974 -0.03 -0.08 -0.04 0.279
H 7.359380 -26.284505 -9.175029 0.14 -0.05 0.09 0.272
H 6.761098 -26.145008 -7.484515 0.17 -0.06 0.01 0.325
H 6.285935 -29.625972 -7.792573 -0.08 0.06 -0.11 0.094
H 6.939002 -28.376466 -6.775129 0.11 0.26 -0.08 0.413
H 8.809816 -29.528772 -7.795492 -0.05 0.04 0.11 0.147
H 8.725460 -27.963667 -8.562810 0.04 0.01 -0.13 0.515
H 7.529017 -29.157875 -10.396399 0.11 0.19 0.03 0.378
H 6.721717 -31.127056 -9.329071 0.12 0.01 0.44 0.273
H 8.422879 -31.514346 -8.920398 -0.16 0.00 0.17 0.259
H 7.649838 -32.777824 -10.837982 0.08 0.04 0.28 -0.108
H 8.940333 -31.683934 -11.307673 -0.06 0.31 -0.14 0.023
H 5.377194 -30.712499 -10.900479 -0.07 0.06 -0.05 0.214
H 5.472322 -32.386974 -11.509033 -0.12 0.07 0.09 -0.043
H 5.173911 -31.055838 -12.641677 0.01 0.10 0.00 0.302
C 1.064324 -37.285345 -5.631469 0.06 0.28 -0.25 -0.803
O 2.359489 -37.292283 -6.189457 -0.05 0.32 0.03 -0.239
C 2.417042 -38.144914 -7.295307 -0.07 -0.67 -0.19 -0.884
C 3.812791 -38.248106 -7.875460 0.45 -0.43 -0.17 -0.501
N 4.500412 -36.988003 -8.114174 -0.70 0.34 -0.50 0.039
C 3.731938 -36.121969 -9.008604 -0.30 0.06 -0.54 -0.700
C 4.329425 -34.737959 -9.122505 0.31 0.00 -0.40 0.247
O 4.328149 -34.060678 -7.893995 -0.03 -0.16 0.17 -0.371
C 4.968349 -32.837552 -8.016581 0.54 1.16 -1.08 -0.517
H 0.857732 -38.254056 -5.167574 -0.26 0.00 0.00 0.295
H 0.324774 -37.041895 -6.405038 -0.11 -0.30 0.00 0.327
H 0.981173 -36.486220 -4.897142 0.32 -0.10 0.15 0.258
H 1.685053 -37.885920 -8.074729 0.00 0.39 0.12 0.390
H 2.128060 -39.166333 -6.995721 0.03 -0.01 0.03 0.489
H 3.730758 -38.848159 -8.802040 -0.28 0.04 -0.05 0.267
H 4.407988 -38.886658 -7.216243 0.18 0.35 0.16 0.392
H 5.326577 -37.164727 -8.678123 0.44 -0.22 0.72 -0.139
H 2.668722 -36.060437 -8.770808 0.14 0.03 0.51 0.456
H 3.744136 -36.540040 -10.034535 -0.09 0.08 -0.05 0.255
H 3.819282 -34.120481 -9.880859 -0.37 -0.22 0.02 0.398
H 5.349840 -34.836983 -9.532542 0.16 0.02 0.40 -0.343
H 5.832892 -32.887535 -8.696631 0.28 -0.47 0.46 -0.005
H 5.290601 -32.416591 -7.067312 -0.11 -0.35 0.22 0.305
H 4.381047 -32.056859 -8.540935 -0.53 -0.24 0.32 0.391
C 14.122616 -36.147616 -3.510890 -0.26 0.23 -0.41 -0.804
O 13.367078 -36.830162 -4.493321 -0.11 -0.25 0.54 -0.273
C 12.001441 -36.861501 -4.126761 -0.08 0.78 -0.39 -0.838
C 11.167927 -37.577884 -5.174377 0.19 0.09 1.24 0.210
N 11.346071 -39.020768 -5.119821 -0.69 -0.16 -0.83 -0.423
C 10.478906 -39.679255 -6.120158 0.42 -0.50 0.62 -0.801
C 10.931666 -39.509626 -7.552432 -0.27 0.39 -0.29 1.410
O 12.261936 -39.945218 -7.747505 0.15 -0.13 -0.07 -0.351
C 12.370454 -40.994939 -8.676913 -0.14 -0.04 -0.22 -0.704
H 13.805924 -35.096298 -3.464907 0.10 0.04 0.02 0.300
H 15.163495 -36.195882 -3.818002 0.06 -0.03 0.14 0.241
H 13.976528 -36.568524 -2.512158 0.13 -0.19 -0.01 0.316
H 11.649017 -35.816289 -4.062271 -0.08 -0.04 -0.08 0.356
H 11.833600 -37.238637 -3.109234 0.24 -0.46 -0.08 0.495
H 11.462316 -37.196264 -6.148190 -0.11 -0.05 -0.17 -0.179
H 10.132372 -37.274420 -4.954874 -0.11 -0.02 -0.41 0.269
H 11.002277 -39.378709 -4.235735 0.27 0.27 0.22 0.295
H 9.423125 -39.393270 -6.008347 0.00 0.30 -0.25 0.398
H 10.504870 -40.747610 -5.876874 0.09 0.00 -0.15 0.413
H 10.858482 -38.473194 -7.899692 -0.02 0.10 0.30 -1.193
H 10.221934 -40.050663 -8.188203 0.12 -0.18 0.01 0.034
H 13.399416 -41.347258 -8.707375 0.02 0.00 0.26 0.250
H 12.124647 -40.678081 -9.700362 -0.13 0.10 0.06 0.240
H 11.697113 -41.814639 -8.405697 0.11 -0.14 -0.05 0.319



23
Properties=species:S:1:pos:R:3:forces:R:3:mulliken_charge:R:1 method="wB97M-V/def2-TZVPD" smiles=CNCCCS.O.O energy_ev=-20810.8443 orbital_gap_ev=9.09 charge=0 de_lowest_kj_mol=99.4
C -0.348776 -0.282226 1.491988 0.51 0.08 -0.44 -0.566
C 1.008120 -0.728760 0.873644 -1.07 -0.24 0.02 -0.440
S 0.841632 -2.378658 0.058685 0.45 0.38 0.10 -0.310
C -0.864342 1.047144 0.947285 0.93 1.15 1.01 -0.630
N -0.219700 2.250120 1.535877 0.38 -0.07 -0.16 -0.381
C 1.005434 2.714085 0.879261 -0.48 -0.48 -0.09 -0.719
H -1.100218 -1.043629 1.292550 -0.08 -0.15 0.17 0.386
H -0.247154 -0.175029 2.571072 -0.10 -0.17 0.15 0.336
H 1.786177 -0.809766 1.626737 0.13 0.21 -0.14 0.305
H 1.244404 -0.019860 0.085071 0.37 -0.14 0.10 0.235
H 1.500122 -1.980481 -1.037493 -0.01 -0.29 -0.07 0.147
H -0.698094 1.168623 -0.117250 -0.48 -0.39 -0.37 0.306
H -1.896514 1.165769 1.238239 -0.58 -0.26 -0.41 0.275
H 0.028126 2.100558 2.504862 -0.33 -0.17 0.15 0.237
H 1.395150 3.522879 1.488039 0.30 0.10 -0.09 0.357
H 0.774626 3.094826 -0.117340 -0.03 0.05 0.03 0.228
H 1.748657 1.914501 0.760875 0.23 0.28 0.08 0.216
H -1.857854 -1.468922 -0.778431 0.34 -0.28 -0.19 0.293
H -1.062133 -2.018778 -2.008943 -0.01 -0.11 0.53 0.300
O -1.673704 -1.339688 -1.714059 -0.50 0.46 -0.54 -0.569
H -0.753006 0.584340 -3.393881 0.17 0.31 0.02 0.292
H 0.141132 1.889015 -3.372046 -0.06 -0.14 -0.41 0.288
O -0.369928 1.277565 -2.841533 -0.08 -0.13 0.53 -0.586



14
Properties=species:S:1:pos:R:3:forces:R:3:mulliken_charge:R:1 method="wB97M-V/def2-TZVPD" energy_ev=-15129.0228 orbital_gap_ev=6.67 charge=-1 de_lowest_kj_mol=60.5
S 2.570805 0.163435 0.833457 0.65 0.06 -0.12 -0.782
H 3.854105 -0.010812 1.121283 0.52 0.02 0.07 -0.063
C -0.379739 -0.298086 1.735892 0.82 0.40 0.32 -1.011
C -1.016088 -0.056268 0.402640 -0.84 0.35 -0.82 0.118
C -0.254837 -0.068279 -0.700357 -0.04 -0.35 0.14 -0.026
C -0.688372 0.276474 -2.123253 0.60 1.11 1.20 -1.115
H -0.152683 -1.362514 1.880284 0.16 0.25 0.00 0.237
H 0.583590 0.291042 1.782973 -1.02 -0.98 0.10 0.193
H -0.946723 0.022484 2.598374 -0.66 0.12 0.13 0.321
H -2.125908 0.176776 0.343357 1.28 -0.23 -0.01 0.223
H 0.824161 -0.343756 -0.549529 -1.08 0.46 -0.35 0.083
H -1.768661 0.143536 -2.266751 0.29 -0.06 -0.17 0.306
H -0.432407 1.377462 -2.257688 -0.32 -1.26 -0.20 0.208
H -0.067247 -0.311489 -2.800680 -0.38 0.10 -0.30 0.307



28
Properties=species:S:1:pos:R:3:forces:R:3:mulliken_charge:R:1 method="wB97M-V/def2-TZVPD" smiles=N[C@]12C[C@H]3C[C@H](C[C@H](C3)C1)C2 energy_ev=-12134.7834 orbital_gap_ev=10.05 charge=0 de_lowest_kj_mol=215.7
C -0.965620 -0.428269 0.666716 -0.03 -1.13 -0.28 1.642
C 0.265750 -0.819703 1.452704 1.53 -0.31 -1.93 -1.767
C 1.425774 -0.346248 0.586827 -0.17 2.40 -0.33 0.305
C 1.362616 -0.858401 -0.853662 2.16 1.17 0.79 -1.462
C 0.171450 -0.426144 -1.583792 -1.96 0.93 -1.02 0.464
C 0.175395 1.102944 -1.623580 -1.48 -0.63 -3.03 -1.215
C 0.131046 1.606398 -0.277603 -0.94 1.06 2.87 0.432
C 1.392073 1.209282 0.595308 -1.14 0.84 0.53 -1.185
C -1.105231 1.024455 0.493516 1.61 2.75 0.87 -1.684
C -0.981292 -0.985753 -0.811590 -2.50 -2.39 2.25 -1.366
H -2.917359 -1.129414 0.862033 2.34 1.03 2.03 0.388
H -1.743965 -1.823036 2.001712 -1.28 3.31 -1.65 0.394
H 0.390099 -1.921625 1.468177 -0.57 0.36 0.54 0.520
H 0.324135 -0.336026 2.427367 -0.25 -0.33 0.12 0.400
H 2.353366 -0.668520 0.951010 1.41 -0.54 0.88 0.422
H 1.548514 -1.876020 -0.701130 -0.24 -2.04 -0.64 0.505
H 2.237963 -0.459586 -1.376343 0.17 -0.09 0.06 0.444
H 0.089509 -0.781843 -2.589180 0.41 -0.49 -0.76 0.353
H -0.627053 1.552871 -2.343921 0.77 -0.97 1.58 0.341
H 1.046508 1.447852 -2.110213 1.47 0.20 -0.62 0.528
H 0.017822 2.687273 -0.349316 0.14 0.24 0.45 0.237
H 2.278345 1.740407 0.166530 -0.43 -0.72 0.46 0.350
H 1.202787 1.570237 1.703248 0.58 -0.45 -2.17 0.353
H -2.093666 1.241717 0.074586 0.25 0.23 -0.13 0.308
H -0.987467 1.529007 1.487152 -0.79 -0.47 -0.54 0.364
H -0.810968 -2.110256 -0.786496 -0.26 1.01 0.16 0.267
H -2.132209 -0.933057 -1.045152 2.24 0.54 -0.62 0.394
N -2.048326 -0.808542 1.515090 -3.02 -5.51 0.16 -0.732



What is the charge in the fourth record?
0



The lowest charge belongs to which entry?
C4H9S